ORCA calculation (wB97M-V/def2-TZVPD) on a molecular structure, C37H46F5LaN12O4S3 at a distorted geometry.

Structure (XYZ):
```
108
Properties=species:S:1:pos:R:3
La 0.021 -0.016 -0.200
N 5.295 -6.716 1.812
C 4.670 -5.489 1.942
C 5.377 -4.378 2.416
C 4.771 -3.139 2.482
C 3.449 -3.002 2.088
C 2.728 -4.092 1.626
C 3.337 -5.329 1.551
S 2.663 -1.431 2.205
O 3.705 -0.478 2.587
O 1.565 -1.515 3.126
N 2.020 -1.084 0.742
C 2.864 -1.050 -0.329
N 4.153 -1.409 -0.234
C 4.886 -1.344 -1.332
C 4.388 -0.909 -2.550
C 3.059 -0.534 -2.554
N 2.294 -0.598 -1.473
H 6.141 -6.857 2.335
H 4.704 -7.526 1.744
H 6.409 -4.496 2.725
H 5.309 -2.267 2.825
H 1.692 -3.964 1.331
H 2.783 -6.188 1.192
H 5.923 -1.648 -1.220
H 4.997 -0.858 -3.440
H 2.579 -0.154 -3.449
C -8.010 -0.278 1.376
C -6.721 -0.159 0.611
C -6.659 -0.445 -0.748
C -5.467 -0.325 -1.446
C -4.325 0.076 -0.774
C -4.360 0.370 0.585
C -5.557 0.246 1.265
S -2.814 0.302 -1.661
O -2.118 1.399 -0.987
O -3.147 0.499 -3.054
N -1.803 -0.895 -1.438
C -1.619 -2.018 -2.193
C -2.609 -2.710 -2.903
C -2.256 -3.870 -3.557
C -0.941 -4.325 -3.498
C -0.028 -3.566 -2.793
N -0.337 -2.433 -2.165
H -8.855 -0.445 0.709
H -8.199 0.628 1.953
H -7.961 -1.111 2.080
H -7.556 -0.758 -1.270
H -5.422 -0.522 -2.510
H -3.462 0.693 1.091
H -5.592 0.472 2.325
H -3.621 -2.331 -2.914
H -3.003 -4.433 -4.104
H -0.637 -5.237 -3.992
H 1.013 -3.871 -2.728
C 2.159 1.334 5.219
C 0.759 1.927 5.105
N 0.202 1.820 3.762
C -0.124 2.774 2.896
S -1.176 2.421 1.608
N 0.309 4.055 3.059
C 1.659 4.489 3.428
C 1.624 5.940 3.880
H 2.412 1.187 6.270
H 2.916 1.983 4.776
H 2.203 0.370 4.712
H 0.732 2.968 5.416
H 0.086 1.381 5.769
H -0.114 0.895 3.496
H -0.108 4.637 2.346
H 2.328 4.380 2.570
H 2.051 3.860 4.219
H 1.209 6.575 3.095
H 2.631 6.292 4.102
H 1.005 6.054 4.770
C -0.350 1.237 -5.941
C -0.491 0.103 -4.945
N 0.210 0.502 -3.733
C 0.093 1.764 -3.184
N 0.507 1.927 -1.960
C 0.566 3.310 -1.490
C -0.608 4.121 -2.007
C -0.546 4.117 -3.517
N -0.305 2.766 -4.021
C -0.948 2.474 -5.300
H -0.864 1.007 -6.874
H 0.707 1.411 -6.153
H -0.029 -0.815 -5.313
H -1.549 -0.096 -4.750
H 0.318 -0.227 -3.046
H 1.513 3.762 -1.819
H 0.556 3.311 -0.404
H -0.586 5.146 -1.632
H -1.524 3.638 -1.666
H 0.257 4.774 -3.871
H -1.484 4.479 -3.943
H -0.815 3.348 -5.940
H -2.023 2.322 -5.145
N 2.645 1.759 1.628
C 1.835 1.656 0.804
H 3.295 1.262 2.250
F -0.789 -2.274 0.863
C -1.651 -1.314 1.488
F -0.642 -0.461 2.127
C -2.269 -2.040 2.663
F -1.463 -2.888 3.324
F -2.719 -1.140 3.559
F -3.325 -2.761 2.243
```

- energy above the lowest of the compared OMol25 structures with the same formula, charge and spin (kcal per mole) = 10.3
- E (Ha) = -4121.191887
- HOMO (eV) = -7.6